Molecular formula: C4H8FN
Method: DFT, ωB97M-V/def2-TZVPD

Values from the calculation:
* relative energy (zero: lowest compared OMol25 entry of this formula, charge and spin): 23.5 kcal per mole
* spin multiplicity: 1
* Kohn-Sham gap: 10.9 eV
* E: -8484.0182 eV
* HOMO: -9.78 eV
* SMILES: NC1(CF)CC1
* max |F|: 3.032 eV Å⁻¹

```
14
Properties=species:S:1:pos:R:3:forces:R:3:mulliken_charge:R:1
C 0.27440 0.17477 -0.17106 2.20 -1.20 0.83 0.816
C -0.96065 -0.46489 -0.62375 -0.46 -0.35 -0.79 -0.650
C 1.03412 -0.65411 0.88748 -0.64 -1.81 -2.35 -0.804
C 1.64125 -0.43012 -0.51175 0.21 1.43 0.71 -0.677
H -0.30212 1.98773 -0.68003 0.01 0.49 0.20 0.285
H -0.23875 1.65129 0.92235 -0.57 0.88 0.54 0.322
H -0.75761 -1.54100 -0.80907 -0.54 0.50 0.26 0.304
H -1.33691 0.00012 -1.54486 -0.08 -0.16 0.10 0.303
H 0.72356 -1.73487 1.05978 0.08 1.79 0.06 0.215
H 1.41655 -0.10130 1.69849 0.62 0.31 0.80 0.305
H 2.39908 0.36907 -0.46139 -0.41 -0.46 -0.34 0.281
H 1.87346 -1.16460 -1.29356 -0.56 -0.06 0.70 0.259
N 0.27176 1.60441 0.06432 -0.07 -0.98 -0.40 -0.642
F -1.95714 -0.27236 0.35250 0.22 -0.38 -0.32 -0.318
```
Forces are in eV/Å.

---

Molecular formula: C49H60AsBrClN4O8S3Si2Zr
Method: DFT, ωB97M-V/def2-TZVPD

Values from the calculation:
* charge: -1
* relative energy (zero: lowest compared OMol25 entry of this formula, charge and spin): 74.9 kcal per mole
* spin multiplicity: 1
* Kohn-Sham gap: 5.3 eV
* E: -267079.4965 eV
* HOMO: -3.33 eV
* max |F|: 4.421 eV Å⁻¹

```
130
Properties=species:S:1:pos:R:3:forces:R:3:mulliken_charge:R:1
Zr -0.49966 0.25700 -0.24774 0.39 0.23 0.34 -3.576
O -1.35265 -2.93307 -0.94326 0.40 -0.22 0.47 0.009
S -2.33601 -3.48771 -1.86914 -0.28 -1.94 -0.48 0.324
C -1.51621 -3.78731 -3.51431 -0.14 -0.01 0.28 -0.644
C -0.31399 -4.71519 -3.51082 0.18 -0.04 0.20 -1.521
C 0.77116 -4.24161 -2.53777 -0.07 -0.27 -0.01 1.422
C 1.52628 -3.01548 -3.03358 -0.27 0.47 0.60 -1.487
S 1.68295 -1.63101 -1.78271 1.87 -2.39 -1.26 0.463
O 0.28755 -1.19635 -1.56661 -0.98 -0.05 -0.26 1.219
C 2.04307 -2.74322 -0.39786 0.11 0.23 0.19 1.289
C 1.12968 -2.82768 0.63448 -0.18 0.16 -0.33 0.340
C 1.38890 -3.64077 1.72412 0.13 -0.03 -0.01 -1.095
C 2.56488 -4.36814 1.77784 -0.07 -0.05 0.09 -0.817
C 3.46842 -4.30580 0.72735 0.10 -0.02 -0.12 -0.725
C 3.21438 -3.48315 -0.35736 0.01 -0.01 -0.22 -1.242
C -2.28442 -5.25559 -1.38931 -0.20 0.24 -0.05 0.195
C -2.93876 -6.24608 -2.10220 -0.04 -0.08 0.01 -0.301
C -2.80442 -7.56914 -1.71180 -0.08 -0.07 -0.06 -0.673
C -2.04052 -7.89286 -0.60024 0.10 -0.16 0.08 -0.486
C -1.42318 -6.89500 0.13674 -0.10 -0.13 -0.04 -0.779
C -1.55742 -5.57683 -0.25691 0.05 0.22 0.03 -0.247
H -1.25728 -2.78370 -3.84041 -0.13 0.13 -0.04 0.253
H -2.31382 -4.17517 -4.14598 -0.06 0.06 -0.13 0.646
H 0.10228 -4.78102 -4.52507 -0.12 -0.03 0.00 0.481
H -0.63008 -5.72119 -3.21789 0.11 0.08 -0.14 0.359
H 1.47007 -5.05940 -2.33496 -0.03 0.11 -0.01 0.530
H 0.27504 -3.99019 -1.60185 0.15 -0.17 -0.02 -1.107
H 1.00812 -2.54080 -3.86422 0.04 0.18 -0.13 0.822
H 2.54524 -3.24922 -3.34297 0.08 0.15 -0.01 0.548
H 0.19836 -2.28275 0.57171 0.07 -0.29 0.19 -0.245
H 0.66615 -3.69172 2.52328 -0.09 0.03 0.11 0.586
H 2.77802 -4.98652 2.63819 0.02 -0.09 0.03 0.453
H 4.36876 -4.90603 0.74953 0.05 0.05 0.01 0.415
H 3.91362 -3.43152 -1.17924 0.16 0.00 -0.07 0.504
H -3.53164 -5.98941 -2.96843 -0.08 0.01 -0.13 0.429
H -3.29010 -8.35572 -2.27570 -0.03 0.01 -0.02 0.390
H -1.92239 -8.92676 -0.30761 -0.04 -0.09 0.01 0.376
H -0.84050 -7.13902 1.01476 0.02 -0.03 0.03 0.453
H -1.09704 -4.77079 0.29439 0.10 0.08 0.06 0.337
N 5.93943 5.40036 -1.04988 0.23 0.10 0.00 -0.576
C 4.69332 4.78749 -1.08719 -0.27 -0.14 0.02 1.025
C 4.56790 3.44526 -1.45482 0.00 0.16 -0.04 -0.854
C 3.32203 2.85170 -1.53817 -0.14 -0.10 0.05 -0.415
C 2.18874 3.59007 -1.24161 -0.23 -0.18 0.04 -0.030
C 2.30344 4.91959 -0.86938 -0.20 -0.06 -0.06 -1.149
C 3.54187 5.51893 -0.79511 0.22 -0.14 -0.03 -0.757
S 0.57752 2.86860 -0.99228 0.32 1.93 0.10 2.318
O -0.39773 3.91014 -1.16271 0.42 0.21 -0.28 -0.859
O 0.61916 2.34696 0.36719 0.42 -0.69 -0.32 -0.150
N 0.24329 1.58233 -1.86520 0.74 0.57 1.30 0.400
C -0.05229 1.83525 -3.13815 -0.61 0.24 -2.34 -0.118
N 0.45993 2.95245 -3.68642 0.01 -0.35 0.17 -0.542
C 0.06801 3.23160 -4.91103 -0.11 0.06 -0.39 -0.481
C -0.81773 2.43583 -5.62161 0.01 -0.03 0.02 -0.954
C -1.22768 1.27122 -4.98170 0.01 0.29 -0.42 -0.191
N -0.83865 0.95436 -3.77050 0.36 0.02 0.53 0.029
H 6.71667 4.77904 -0.88408 -0.05 0.10 0.03 0.216
H 5.97602 6.24023 -0.49211 0.08 -0.11 -0.01 0.211
H 5.46439 2.87551 -1.65929 0.03 -0.10 -0.08 0.296
H 3.20942 1.81000 -1.79354 0.11 -0.12 -0.02 0.355
H 1.40485 5.46238 -0.62972 -0.11 0.18 0.06 0.411
H 3.63360 6.54625 -0.47578 -0.03 0.17 -0.02 0.291
H 0.49503 4.13370 -5.33555 -0.06 0.05 -0.13 0.433
H -1.15022 2.69220 -6.61544 -0.01 0.02 -0.04 0.416
H -1.90131 0.56548 -5.45469 -0.03 -0.05 -0.12 0.470
C -1.25118 3.29816 4.65375 -0.19 -0.53 -0.89 -1.287
Si -1.98655 1.76551 3.69709 -0.13 -0.62 0.95 1.017
C -1.08467 0.18293 4.35591 -0.15 0.56 -0.60 -0.704
C -3.76288 1.58418 4.49224 0.73 0.18 -0.84 -1.307
As -1.95305 1.67779 1.32688 -2.29 2.33 2.98 0.833
Si -2.79046 3.80587 0.83342 -1.20 0.90 -0.43 0.899
C -3.40731 3.77292 -0.99400 0.46 -0.14 0.46 -0.896
C -1.87115 5.47881 1.16380 0.01 -0.93 -0.14 -0.846
C -4.47978 4.08381 1.77257 0.92 -0.56 -0.10 -1.383
H -0.87124 3.03831 5.63614 0.00 -0.27 0.23 0.414
H -2.00865 4.06312 4.78091 -0.26 0.19 -0.01 0.387
H -0.43764 3.73901 4.08983 0.24 0.14 -0.14 0.204
H -0.64365 0.30768 5.34058 0.03 0.18 0.25 0.434
H -0.30516 -0.11338 3.65952 0.16 -0.06 -0.06 -0.295
H -1.78423 -0.64485 4.39815 -0.24 -0.14 -0.01 0.349
H -3.74550 1.54458 5.57677 0.25 0.01 0.27 0.350
H -4.22058 0.66947 4.12921 -0.08 -0.22 -0.12 0.267
H -4.40267 2.40796 4.19850 -0.19 0.23 -0.08 0.298
H -2.60362 4.05377 -1.66344 0.11 0.02 -0.18 0.169
H -4.25528 4.42385 -1.18849 -0.17 0.20 0.20 0.564
H -3.69940 2.75556 -1.24828 -0.06 -0.14 -0.01 -0.060
H -0.99013 5.52248 0.53513 0.23 0.06 -0.10 -0.096
H -1.55161 5.53254 2.20082 0.03 0.01 0.23 0.294
H -2.48744 6.34694 0.94855 -0.29 0.06 -0.07 0.350
H -4.99670 3.12942 1.82873 -0.19 -0.14 0.03 0.225
H -5.12654 4.79974 1.27497 0.03 0.19 -0.24 0.471
H -4.31036 4.42900 2.78598 0.01 0.09 0.35 0.282
Cl -1.81544 -1.31984 1.17842 -0.12 -0.35 0.48 -0.582
C 6.56044 0.91295 4.30040 -0.08 -0.03 -0.01 -1.595
C 5.36043 0.79030 3.40934 -0.14 0.00 -0.15 0.875
C 4.11666 1.29662 3.74607 0.24 -0.03 -0.01 -0.961
C 3.01326 1.16350 2.91300 -0.06 -0.09 -0.15 0.835
C 1.76636 1.88379 3.32404 -0.25 0.01 -0.11 -0.729
C 3.13722 0.46538 1.69760 0.52 0.17 0.49 -1.311
C 4.41724 0.01853 1.31109 -0.11 0.06 -0.07 1.636
C 4.75176 -0.61640 -0.00728 -0.07 -0.11 -0.16 -1.886
C 5.48723 0.17539 2.17428 -0.05 0.02 0.25 -0.858
C 1.95731 0.21692 0.83476 0.65 -0.08 -0.72 2.065
O 0.82563 -0.07450 1.33328 1.02 -0.33 1.20 0.358
O 2.07998 0.26130 -0.42515 -0.20 0.39 1.43 0.028
H 6.40340 1.65636 5.07834 0.03 0.04 0.07 0.368
H 7.42941 1.19457 3.70581 0.09 0.03 0.09 0.369
H 6.77696 -0.04513 4.77695 0.04 0.02 0.05 0.300
H 3.99600 1.83813 4.67439 -0.03 0.08 0.12 0.419
H 1.98086 2.95287 3.39297 0.01 0.00 0.04 0.397
H 1.42848 1.54348 4.30302 -0.05 0.01 0.01 0.417
H 0.96455 1.75445 2.60400 -0.08 0.09 0.21 -0.940
H 3.92648 -0.56116 -0.70291 0.11 -0.07 -0.09 -0.129
H 5.02984 -1.65825 0.14382 0.07 -0.04 -0.02 0.415
H 5.60530 -0.09922 -0.44502 0.08 0.02 -0.03 0.530
H 6.45717 -0.20232 1.87703 0.11 -0.02 -0.11 0.425
Br -4.63815 -2.19234 -3.79549 -0.61 -0.10 -0.55 -0.187
C -5.14432 -1.46810 -2.11981 0.08 0.01 -0.07 0.440
C -6.44555 -1.70259 -1.70964 -0.07 -0.08 -0.06 -0.763
C -6.90089 -1.14993 -0.52594 0.06 0.03 -0.02 -0.612
C -6.05134 -0.35817 0.22795 -0.08 -0.04 0.03 -1.233
C -4.75397 -0.13589 -0.18691 0.13 0.16 0.12 0.312
C -4.27230 -0.69103 -1.36886 0.00 0.08 0.04 0.134
C -2.84308 -0.45005 -1.76573 -0.65 -1.19 -1.53 0.161
O -2.30464 -1.20237 -2.58106 -0.35 1.02 0.36 -0.322
O -2.26842 0.55181 -1.23296 -0.18 0.48 -0.25 0.419
H -7.09477 -2.30975 -2.32143 -0.04 -0.04 -0.06 0.421
H -7.91621 -1.33333 -0.20436 -0.08 -0.01 0.02 0.382
H -6.39228 0.09110 1.14550 -0.07 0.06 0.19 0.459
H -4.09498 0.47679 0.42759 0.05 -0.06 -0.15 0.317
```
Forces are in eV/Å.

---

Molecular formula: C20H48ClN5O10
Method: DFT, ωB97M-V/def2-TZVPD

Values from the calculation:
* charge: -2
* relative energy (zero: lowest compared OMol25 entry of this formula, charge and spin): 0.0 kcal per mole
* spin multiplicity: 1
* Kohn-Sham gap: 5.8 eV
* E: -61957.1489 eV
* HOMO: -1.69 eV
* max |F|: 3.970 eV Å⁻¹

```
84
Properties=species:S:1:pos:R:3:forces:R:3:mulliken_charge:R:1
N -0.78694 1.34041 -0.94630 -0.31 -0.15 0.32 1.465
H -0.97305 0.70737 -0.15203 -0.21 -0.75 0.37 0.038
H -1.49085 2.09319 -0.90773 0.61 -0.27 -0.27 -0.436
H -0.91543 0.80218 -1.80175 0.11 0.08 -0.07 0.082
H 0.13121 1.80029 -0.81515 0.12 -0.10 -0.17 -0.208
N -3.62001 -1.51912 -0.96858 2.62 -1.90 -1.30 -0.106
H -2.88581 -1.35294 -0.25386 0.47 0.22 0.50 0.008
H -4.53654 -1.32158 -0.53581 -0.45 0.03 0.01 0.445
H -3.51665 -2.43113 -1.39536 0.19 -0.13 0.10 0.404
H -3.43555 -0.83107 -1.70928 -0.29 -0.13 0.14 0.113
N -2.53338 0.42392 3.34668 0.24 1.04 -0.17 -0.310
H -3.35491 0.87979 2.87306 0.08 0.37 0.46 0.391
H -1.99424 0.11275 2.52643 0.61 0.08 -0.75 -0.210
H -2.82900 -0.53526 3.65778 -0.34 -1.71 0.06 0.440
H -2.00001 0.97215 4.00349 -0.07 0.22 -0.07 0.276
C -4.73452 1.45295 -1.78916 -0.46 -1.50 3.65 -0.909
C -3.79966 2.46595 -2.00068 -1.19 1.59 -3.29 1.047
C -3.02269 3.06938 -0.83210 1.09 0.85 -0.08 -0.123
O -2.03219 3.85064 -1.00258 -1.75 -0.27 -1.67 -0.698
C -3.28160 2.63313 0.44516 -0.88 -0.52 0.62 0.003
C -4.20066 1.60939 0.73401 -0.41 0.39 0.37 0.534
C -4.86196 0.87352 -0.46779 0.99 1.04 -1.72 0.253
O -5.29938 -0.27233 -0.25464 -3.24 1.37 1.40 -0.838
O -4.48196 1.30335 1.91640 -0.63 -0.18 -1.04 -0.895
O -3.71723 2.92383 -3.17835 0.89 0.07 2.01 -0.784
H -5.26167 1.00409 -2.61720 0.14 -0.03 -0.10 0.412
H -2.77781 3.08991 1.28868 0.05 0.08 -0.04 0.388
O -3.09988 -1.96207 3.31892 0.50 -0.45 -0.08 -0.950
C -2.42572 -2.64877 2.31895 -0.43 0.80 0.51 -0.421
C -1.31133 -1.89832 1.50500 0.14 0.96 0.24 -0.577
O -1.62969 -0.65208 0.91488 -0.44 -0.58 -0.10 -0.275
H -3.17069 -3.05598 1.60879 0.02 -0.02 -0.42 0.154
H -1.93276 -3.54150 2.74653 0.37 -0.26 -0.13 0.353
H -0.89932 -2.60669 0.76451 -0.13 -0.29 -0.21 0.146
H -0.45162 -1.68740 2.16351 0.09 -0.40 0.54 0.224
Cl -1.53986 0.01098 -4.14695 -1.30 -0.26 -0.51 1.780
O -0.24449 -0.53719 -3.82666 0.39 -0.18 0.05 -0.664
O -2.13021 -0.68068 -5.27779 0.51 0.15 0.39 -0.781
O -2.41312 -0.17735 -2.98967 0.57 0.01 -0.27 -0.986
O -1.44051 1.40948 -4.40456 0.42 0.22 -0.19 -0.619
C 1.98172 1.95938 -2.62471 0.81 0.07 0.38 -1.162
C 2.59495 2.53344 -1.32715 -0.68 -0.18 -0.87 -0.741
N 1.53696 2.80910 -0.32355 1.45 0.31 0.30 0.820
C 1.12321 4.22120 -0.44302 -1.65 -0.74 0.09 -0.796
C -0.09776 4.55161 0.45995 1.45 0.13 0.23 -1.513
C 2.07614 2.55406 1.00779 -0.12 -0.88 0.08 -0.965
C 2.27490 1.05847 1.24904 -0.19 -0.22 0.67 -0.657
H 1.54940 0.98027 -2.42181 -0.24 0.09 -0.07 0.035
H 2.79020 1.77337 -3.33519 -0.02 0.10 -0.13 0.479
H 1.25190 2.61317 -3.09988 -0.12 -0.06 0.11 0.345
H 3.33866 1.81505 -0.98398 -0.26 -0.14 0.39 0.385
H 3.17698 3.44112 -1.52503 -0.11 0.22 -0.07 0.291
H 2.01093 4.82500 -0.23144 -0.13 0.50 -0.31 0.422
H 0.71011 4.29646 -1.45062 0.60 0.46 -0.23 0.448
H -0.67101 5.39458 0.07388 0.36 0.13 0.03 0.496
H -0.83910 3.75763 0.38992 0.54 0.08 0.57 0.290
H 0.26472 4.76948 1.46364 -0.26 0.00 0.29 0.448
H 1.36860 2.90476 1.75918 -0.10 0.04 -0.13 0.431
H 3.02217 3.07880 1.20506 0.10 0.24 -0.21 0.262
H 3.10587 0.54572 0.76314 0.12 0.40 -0.26 0.342
H 1.37886 0.49048 0.98966 -0.14 0.16 0.03 -0.225
H 2.43454 0.92614 2.32248 0.00 -0.15 0.04 0.436
C 3.61811 -1.97413 2.66682 -0.49 -0.18 1.45 -1.734
C 2.54126 -2.46080 1.69931 1.56 0.22 0.14 0.818
N 3.18683 -3.02686 0.50297 0.30 0.72 -0.14 0.075
C 3.96324 -4.20521 0.84495 -0.15 0.35 0.10 -0.405
C 4.68508 -4.86697 -0.31217 -0.60 -0.36 -0.08 -1.337
C 2.18763 -3.23788 -0.53735 -0.34 0.39 0.49 -0.640
C 1.68097 -1.90664 -1.09986 -0.30 -0.48 -0.82 -0.719
H 4.06924 -2.80164 3.21873 0.54 -0.02 -0.42 0.493
H 3.17160 -1.42879 3.50542 -0.36 0.20 -0.23 0.468
H 4.34466 -1.28449 2.24024 0.12 -0.34 -0.31 0.287
H 1.93140 -3.23743 2.17505 -0.34 0.15 0.13 0.380
H 1.95922 -1.56403 1.50632 -0.39 -0.45 -0.63 -0.691
H 4.75400 -3.95853 1.55561 -0.19 0.35 0.11 0.269
H 3.30382 -4.90440 1.38488 0.04 -0.48 -0.14 0.381
H 3.98792 -5.22263 -1.07107 0.07 -0.21 0.04 0.362
H 5.38113 -4.20627 -0.82835 0.12 0.09 0.27 0.303
H 5.19306 -5.72717 0.12675 0.26 -0.05 -0.35 0.434
H 1.36190 -3.80812 -0.08563 -0.30 -0.05 -0.24 0.253
H 2.57118 -3.84248 -1.35693 0.24 0.11 0.07 0.412
H 1.19867 -2.11846 -2.05795 -0.13 0.09 0.01 0.492
H 2.50852 -1.23851 -1.34266 0.09 0.02 0.26 0.271
H 0.91937 -1.39502 -0.51122 0.16 -0.07 0.28 -0.214
```
Forces are in eV/Å.